{"formula": "C85H183N9O11", "method": "ωB97M-V with the def2-TZVPD basis set", "species": ["O", "O", "O", "O", "O", "O", "O", "O", "O", "O", "O", "N", "N", "N", "N", "N", "N", "N", "N", "N", "C", "C", "C", "C", "C", "C", "C", "C", "C", "C", "C", "C", "C", "C", "C", "C", "C", "C", "C", "C", "C", "C", "C", "C", "C", "C", "C", "C", "C", "C", "C", "C", "C", "C", "C", "C", "C", "C", "C", "C", "C", "C", "C", "C", "C", "C", "C", "C", "C", "C", "C", "C", "C", "C", "C", "C", "C", "C", "C", "C", "C", "C", "C", "C", "C", "C", "C", "C", "C", "C", "C", "C", "C", "C", "C", "C", "C", "C", "C", "C", "C", "C", "C", "C", "C", "H", "H", "H", "H", "H", "H", "H", "H", "H", "H", "H", "H", "H", "H", "H", "H", "H", "H", "H", "H", "H", "H", "H", "H", "H", "H", "H", "H", "H", "H", "H", "H", "H", "H", "H", "H", "H", "H", "H", "H", "H", "H", "H", "H", "H", "H", "H", "H", "H", "H", "H", "H", "H", "H", "H", "H", "H", "H", "H", "H", "H", "H", "H", "H", "H", "H", "H", "H", "H", "H", "H", "H", "H", "H", "H", "H", "H", "H", "H", "H", "H", "H", "H", "H", "H", "H", "H", "H", "H", "H", "H", "H", "H", "H", "H", "H", "H", "H", "H", "H", "H", "H", "H", "H", "H", "H", "H", "H", "H", "H", "H", "H", "H", "H", "H", "H", "H", "H", "H", "H", "H", "H", "H", "H", "H", "H", "H", "H", "H", "H", "H", "H", "H", "H", "H", "H", "H", "H", "H", "H", "H", "H", "H", "H", "H", "H", "H", "H", "H", "H", "H", "H", "H", "H", "H", "H", "H", "H", "H", "H", "H", "H", "H", "H", "H", "H", "H", "H", "H", "H", "H", "H", "H", "H", "H", "H", "H", "H", "H", "H", "H", "H", "H"], "xyz": [[3.11529, -3.76907, 1.98825], [2.21361, 8.53076, -2.69305], [2.28028, -0.67634, 6.59129], [-2.88334, 3.94013, -3.94882], [3.67296, -0.54956, -5.71188], [-5.11637, -2.58070, 0.86380], [1.49475, 1.17069, -1.21934], [7.68319, -0.14703, 1.93292], [0.33785, 5.99289, 0.74162], [-7.34335, 3.68774, 3.42875], [-2.29486, -3.00441, -7.49158], [-1.09841, -3.26418, -6.71368], [-3.18153, 2.59349, -4.23617], [-6.29406, 2.85191, 2.97371], [0.66128, 0.08202, -0.80779], [2.05779, -4.64354, 2.20477], [1.27553, 0.05299, 7.19631], [1.85046, 7.18550, -2.73517], [-5.81411, -2.54973, 2.09145], [8.09316, -0.43656, 0.61690], [1.44852, -3.22338, -6.50840], [-6.16256, 3.59591, 0.77445], [1.26300, 1.66421, 5.28844], [-3.56369, 1.97277, 3.01664], [-5.80800, 2.17264, 4.15848], [-2.72593, 2.24194, -5.61421], [10.53955, 0.28021, 0.96177], [4.81807, 1.32903, -5.97310], [-3.20614, 3.30550, -6.68406], [2.90061, -6.99936, 1.32168], [-1.35230, -5.75831, -6.25386], [-8.00317, -2.55184, 3.23363], [0.13941, -6.75177, 2.80196], [1.79544, 7.39798, -5.22547], [-4.67944, 1.20758, 3.78873], [-4.72562, 4.92207, 2.45835], [0.41985, 0.82499, 6.25373], [0.47645, -4.11149, -8.52721], [-4.15212, 2.71361, 1.79809], [-1.12813, 1.25188, 8.25264], [-3.71699, 0.25258, -3.57243], [0.19586, -1.58294, -8.03124], [-4.88291, -4.83034, 3.08070], [-7.63089, -4.08119, 1.35731], [-0.14006, 0.48486, 9.17820], [-0.02784, -1.87951, 8.25337], [9.52795, -0.76759, 0.48335], [-3.28090, -0.22483, -4.96276], [0.55605, -0.76540, -3.12628], [0.15258, -3.09656, -7.46710], [6.00300, 0.36863, -0.42580], [2.94453, -5.56308, 4.41155], [3.14545, 6.78060, -0.78207], [1.93181, -5.76286, 1.22756], [1.91843, 4.50732, -3.89668], [9.68843, -2.01243, 1.42058], [1.62811, -3.35036, 4.30629], [0.42411, 5.52904, 2.03357], [-1.16416, 2.04423, -5.64751], [0.75103, 5.43538, -4.07467], [-0.43338, -0.25297, 5.36191], [-5.89537, -3.12718, 4.46459], [-3.70773, -2.81233, 3.41296], [4.83940, -0.05233, -5.32974], [2.04822, -5.17392, -0.19479], [1.39078, -4.31707, -5.64606], [7.51526, 0.54622, -0.40023], [-7.41271, -3.37106, 4.43078], [-5.30862, 3.59200, 2.02366], [-4.28637, 2.11176, -2.07507], [0.38167, -0.02141, 0.57636], [1.82543, -4.82517, 3.62878], [0.00530, -2.26464, -1.29459], [2.45936, -1.61778, -1.61522], [-7.21264, -2.67674, 1.92508], [-2.43246, -3.91095, -4.83415], [9.79995, -1.22096, -0.98623], [0.95660, -1.13253, -1.72168], [-0.37420, 1.87035, 7.11563], [0.81925, -0.59517, 8.42674], [-5.12101, -3.30662, 3.18599], [2.62111, 4.85252, -2.56137], [0.41876, -6.27779, 1.34527], [-3.19449, 1.64998, -3.06403], [0.03417, -4.35473, -4.76104], [-0.59645, -1.17571, 0.76598], [8.01341, 0.29679, -1.93552], [1.04889, 6.96462, -3.95399], [4.40257, 6.51970, -3.09026], [-0.52604, 6.26434, 3.01166], [3.01649, 6.35507, -2.29652], [-5.31296, 3.05969, 5.33027], [0.49576, -5.50140, 3.75451], [2.00831, -0.69210, 9.33352], [-7.03616, 1.24076, 4.62782], [1.57548, -0.17327, 1.49331], [-7.75054, -1.51463, 1.07285], [-0.30436, 7.63655, -3.84737], [-0.33408, 1.22235, 0.97397], [-1.88222, 1.57508, -2.41079], [-3.41490, 0.87021, -6.02493], [-0.25909, -2.54678, 0.18165], [9.50206, -0.14225, -2.01957], [7.89833, 1.97681, 0.04969], [-1.19828, -4.31744, -5.65483], [-1.48164, 6.16447, 2.49693], [-4.76098, 0.04781, -3.33523], [-7.09943, -4.39406, 0.45856], [3.00770, -5.53812, 5.49943], [-4.57822, -5.03951, 2.05527], [1.48752, 8.85924, -2.15780], [-2.93702, 0.57490, -6.95902], [7.01724, -0.83849, 1.93362], [-1.18510, 0.34927, 4.85169], [2.93394, -6.62220, 4.15415], [1.97882, 4.80742, -1.68186], [1.82979, -5.97178, -0.90458], [10.10855, 0.61858, 1.90402], [-7.35905, -4.86007, 2.06973], [0.65143, 5.25803, -5.14552], [-2.89773, 1.21424, 2.60525], [4.06796, 1.95371, -5.48812], [-6.11644, 3.73327, 5.62827], [1.27354, -3.66747, -9.12352], [8.88008, 2.35730, -0.23227], [8.95155, -2.70004, 1.00547], [2.19136, -4.34307, -4.90681], [-1.81390, 0.65912, -1.82389], [1.19866, -0.03524, -3.61822], [2.16153, 6.93838, -0.34037], [1.36559, -4.36329, -0.44972], [10.11097, 0.73531, -1.80227], [3.87107, -6.69364, 1.71262], [2.53910, -7.77262, 1.99953], [4.91616, 1.45410, -7.05145], [3.09615, -0.78965, -1.92634], [-1.62337, -0.85118, 0.59797], [-3.48542, -1.75473, 3.27098], [5.70086, 1.95466, -5.84128], [-2.17366, -5.74855, -6.97036], [-0.19461, 8.72044, -3.88254], [-0.72616, 1.93654, -6.63981], [-4.09306, -5.09508, 3.78366], [3.83900, -5.10337, 3.99121], [-1.93029, 0.57046, 7.96925], [1.73612, -5.19498, -6.19206], [0.61999, -2.84563, 0.75261], [-0.73191, 1.15133, -5.19586], [2.10033, 2.02823, 5.88381], [2.67192, -1.81908, -0.56527], [-0.46144, -6.23541, -6.66232], [0.32388, 2.65357, 7.41118], [-0.98740, -1.05491, 5.84981], [2.68699, 0.16082, 9.32878], [-7.50931, -4.45231, 4.33243], [-0.80369, -0.08285, 9.83043], [-5.56800, 3.94699, -0.06897], [-0.59641, 5.54391, 3.82660], [-0.34805, -4.44496, -9.15738], [-0.38947, -5.59454, 1.08447], [9.30486, -2.16256, -1.22368], [-0.50647, -0.59251, -3.29736], [-2.55421, -2.14593, -7.14904], [-0.94944, 1.13982, 1.86986], [1.43398, 5.52327, 2.44373], [7.58850, 2.16721, 1.07724], [3.07533, -4.85735, -0.37627], [3.67324, 7.73422, -0.76955], [-1.15722, -3.11255, 0.42936], [5.78979, -0.64193, -0.77425], [-0.78724, 7.31718, -2.92383], [-0.61163, 2.88468, -5.22745], [-6.95144, 4.33810, 0.89656], [-0.16536, 7.26235, 3.26064], [-0.15793, -2.47614, 9.15626], [0.41696, 1.18953, 9.79566], [-8.83554, -1.57960, 0.99131], [0.33411, -2.48927, 7.42555], [0.58418, -7.70638, 3.08305], [-4.80444, -1.67281, 0.85746], [2.72518, -2.48898, -2.21394], [-3.36801, -4.35667, -5.17208], [-4.99312, 0.40271, 3.12399], [1.94907, 1.11596, 4.64283], [-3.88918, -1.10007, -5.19092], [7.31454, 2.66310, -0.56373], [-8.01924, -1.51576, 3.57181], [-6.89284, 4.40320, 3.88345], [-3.33363, -2.85952, 4.43567], [-4.23330, 3.64784, -6.55819], [2.70056, 6.79524, -5.30001], [-2.67585, 4.25777, -6.67553], [-7.42644, -1.50635, 0.03218], [-3.14015, 2.97794, -7.72158], [-5.16336, 2.53835, -2.56191], [10.87729, -1.37204, -1.05411], [-3.74933, 4.35145, -3.99856], [-1.63302, -6.47395, -5.48110], [2.51209, -2.71591, 4.24186], [9.34951, -1.83618, 2.44145], [-6.88513, 0.64280, 5.52656], [-7.84033, -3.07808, 5.38964], [2.57790, -1.55213, 8.98135], [-2.34879, -4.32766, -3.83043], [2.58968, -0.03478, 1.11872], [1.73325, -2.28352, -6.03543], [-4.19768, 0.81457, 4.68402], [9.73733, -0.49190, -3.02480], [-4.37282, 3.59733, 5.20700], [10.69040, 1.29672, 0.59838], [-2.97558, 2.54405, 3.73488], [0.12870, -3.60618, -3.97438], [-3.29836, 3.24951, 1.38336], [0.55328, -5.92415, 4.75754], [-0.40380, -4.89077, 3.83217], [-7.56275, -0.49905, 1.42132], [0.05364, -0.72658, 4.50950], [-3.28075, -0.54383, -2.96950], [0.75685, -1.58872, -3.81180], [-1.09089, 1.42104, -3.14439], [2.01971, 8.45888, -5.33629], [3.09432, -7.40996, 0.33072], [7.41368, -0.46687, -2.43074], [-5.33672, -3.67908, 5.22052], [0.48648, 1.93672, 1.04082], [3.01682, -0.06518, 6.66603], [2.63462, 4.57176, -4.71584], [-5.41296, 5.70465, 2.13705], [-2.93419, -3.36033, 2.87499], [10.65980, -2.50690, 1.42707], [1.14878, 7.10492, -6.05254], [5.10715, 5.71567, -2.87763], [5.45240, 1.06717, -1.05587], [3.50534, 4.26515, -2.31389], [-1.61803, 2.42183, -1.77730], [0.76112, -5.03385, -8.02092], [-8.06235, 1.56534, 4.80016], [0.62238, 2.40145, 4.80451], [-0.09300, -1.58910, -9.08225], [-3.96739, 3.00840, -1.54367], [1.66206, -1.18068, 1.90041], [1.43429, 0.37374, 2.42548], [-3.72157, 5.23134, 2.16795], [-7.11245, 0.41946, 3.91526], [0.07434, -5.29558, -4.21214], [-5.70377, -5.51347, 3.29891], [-5.71841, -2.08985, 4.74874], [-0.87189, 7.21130, -4.67511], [-4.49192, 1.31964, -1.35507], [1.34727, -3.33435, 5.35937], [-0.98308, -1.99066, -1.66357], [0.18491, 4.47192, 1.91792], [-4.88629, 2.42944, 6.11056], [5.54227, 0.46351, 0.55747], [2.94547, 0.02240, -5.45651], [1.63001, 3.45854, -3.82621], [-2.62970, -2.84209, -4.75210], [-0.89012, -7.08601, 2.93026], [5.53028, -0.74640, -5.80833], [2.32935, -3.47444, -7.09934], [1.71232, -1.05846, 10.31651], [3.74672, 6.11306, -0.16485], [-6.59924, 2.62526, 0.53944], [-8.96501, -3.06415, 3.25619], [1.15629, -1.11859, -8.25496], [-4.69656, 4.99442, 3.54555], [-4.44775, 1.94803, 1.08074], [0.15133, -3.19697, -1.84006], [0.76119, -2.95840, 3.77438], [0.68664, 5.26796, 0.21778], [-2.24352, -0.55889, -4.94431], [0.89569, 1.56745, -1.85597], [-0.48661, -0.87055, -7.56774], [-1.06792, -1.60295, 8.08055], [-0.09553, 5.10946, -3.47034], [4.31499, 6.71676, -4.15872], [-1.56219, 2.04697, 8.85888], [-1.00260, 1.65823, 0.23156], [5.17204, -0.12614, -4.29436], [-8.71592, -4.18495, 1.34936], [11.51557, -0.12782, 1.22447], [-0.75501, -1.25748, 1.84128], [0.31458, -7.08754, 0.62308], [2.86301, -3.18059, 1.27295], [-1.03598, 2.42593, 6.45120], [-4.46284, 1.16240, -6.09236], [7.93669, 1.15579, -2.60210], [4.97007, 7.42601, -2.87898]], "forces_ev_per_angstrom": [[1.60, -0.24, -0.04], [-0.08, 0.91, 0.16], [0.41, -0.49, -0.90], [0.42, -0.29, 0.59], [-4.28, -2.75, 0.12], [-0.08, -0.20, 0.20], [-0.24, -0.48, 0.68], [-0.15, 0.08, -0.47], [0.07, 1.02, -1.36], [0.08, 0.34, -0.87], [1.27, -1.06, 0.54], [1.35, 0.64, 0.86], [-1.46, -0.77, -1.45], [1.04, 0.50, 0.00], [0.15, -1.78, -3.49], [-1.14, -0.25, -0.29], [-0.71, 1.92, 0.83], [-0.04, -1.42, -0.12], [1.64, 0.09, 2.31], [0.46, -0.10, -3.38], [-0.32, 3.18, -2.52], [0.13, 1.56, -0.68], [1.24, -0.94, 0.91], [-0.98, -0.89, 0.09], [-0.62, -1.62, 1.35], [0.69, -1.09, 0.15], [-0.42, 1.01, 1.72], [2.52, 1.80, 0.79], [0.30, 0.34, 0.67], [0.01, 0.97, 0.43], [-0.72, 0.18, 0.50], [0.99, -1.28, 2.49], [0.39, 1.31, -0.17], [-0.40, -0.55, -0.21], [1.14, 1.05, -0.88], [-1.55, 1.41, 1.01], [-0.38, -2.50, -0.37], [-0.67, -0.53, -0.54], [1.82, -2.09, 0.33], [1.09, -0.17, 1.11], [1.22, -0.74, 0.19], [-0.51, -1.21, -1.41], [-0.29, -0.43, -1.20], [0.38, -0.02, 0.57], [-0.59, -0.78, -1.15], [-0.04, 0.29, -0.01], [0.32, -0.80, 0.09], [-0.20, 1.04, -0.27], [0.67, -0.62, -1.46], [1.33, 2.25, 0.66], [-0.31, -0.40, 0.43], [0.33, -0.12, -1.42], [0.63, -0.25, -1.04], [-1.68, 0.09, -0.40], [1.59, 0.39, 2.42], [-0.74, -0.05, -0.73], [-0.08, -1.33, -1.00], [-0.13, -0.74, 1.59], [0.35, 0.39, -0.67], [0.69, 0.04, -1.24], [-0.67, 1.82, 0.05], [-0.15, 1.59, 0.99], [1.59, 1.31, 0.10], [3.14, 1.29, -1.63], [0.44, -0.36, 0.06], [-1.06, -3.10, 4.48], [1.08, 0.80, -0.41], [2.14, 0.15, -0.67], [-1.18, -1.13, 0.77], [0.69, 1.20, -0.03], [-0.29, -0.76, 0.12], [-0.28, 1.96, 1.37], [-1.47, -0.83, -0.17], [-0.91, 1.09, 0.07], [-2.40, -0.97, -0.81], [-0.59, -0.99, 0.58], [0.47, 0.70, 0.39], [0.40, -0.15, 1.97], [-0.18, -0.83, -1.61], [-2.12, 2.74, 0.75], [-0.23, -0.95, -0.09], [0.05, 1.33, 1.59], [0.97, -1.05, 1.10], [-2.20, 0.47, -1.67], [2.30, -0.57, -1.44], [-0.80, 0.01, 1.41], [1.03, -0.72, 1.14], [1.22, -1.28, 0.19], [-0.38, 1.50, 0.37], [0.54, -2.03, -1.48], [0.62, 0.05, -1.63], [0.38, -0.26, -0.20], [-1.41, -3.15, 0.97], [0.74, -2.33, -0.06], [0.55, -0.84, 0.03], [0.97, -1.28, 1.40], [-0.44, -0.04, -1.14], [0.39, -0.25, 0.17], [-0.11, 1.91, -0.08], [1.72, -0.98, 0.58], [0.34, 1.17, 1.20], [0.53, 2.57, 0.51], [-1.18, 0.22, 0.77], [-1.04, 0.55, -1.23], [-0.96, -0.06, -1.00], [-0.28, 0.92, 0.23], [-0.35, 0.82, -0.65], [-0.42, 0.41, -0.36], [-0.58, 0.59, -0.05], [0.34, -0.28, 0.00], [0.20, 0.67, 0.21], [-0.45, -0.03, -0.25], [-0.32, 0.08, 1.04], [-0.46, 0.16, -0.08], [0.14, -0.10, -0.18], [-0.83, -1.23, -0.20], [0.06, -0.10, -0.02], [0.07, -0.38, 0.69], [0.25, 0.16, 0.30], [-1.59, 0.29, -0.12], [0.24, 0.03, 0.12], [-0.53, -0.13, -0.44], [0.29, -0.11, 0.61], [0.09, -0.53, -0.19], [0.44, -0.70, 0.62], [0.11, -0.42, 0.07], [0.24, 0.65, 0.28], [-0.08, 0.16, 0.50], [-0.19, 0.74, 0.45], [0.10, -0.24, -0.09], [0.07, -0.03, 0.47], [0.23, -0.01, -0.07], [0.06, 0.20, -0.01], [-0.14, 0.00, -0.16], [-1.37, -1.06, -0.28], [0.14, 0.01, 0.05], [-0.14, 0.13, -1.32], [-0.59, 0.35, -0.72], [0.67, -0.11, 1.15], [0.17, -0.07, -0.24], [-0.34, -0.01, -0.18], [-0.52, 0.27, -0.59], [0.10, -0.01, -0.19], [0.45, -0.29, 0.31], [-0.01, 0.12, -0.43], [-1.27, -0.78, -0.01], [-0.09, -0.72, -0.11], [-0.69, -0.21, 0.58], [-0.47, 1.37, 0.52], [0.09, -0.11, 0.02], [0.14, 0.63, -0.31], [0.29, -0.32, 0.49], [0.23, 0.26, 0.58], [-0.47, 0.15, 0.19], [-0.62, -0.05, -0.22], [0.35, -0.19, 0.42], [0.09, -0.04, -0.22], [0.08, 0.61, 0.65], [-0.22, 0.56, -0.20], [0.55, 0.72, -0.08], [-0.19, 0.03, 0.10], [0.13, 0.42, 0.43], [-0.14, 0.15, 0.02], [0.61, -0.06, 0.36], [0.44, 0.37, -0.09], [0.49, -0.09, 0.05], [0.06, 0.10, -0.13], [-0.07, 0.05, 0.00], [0.41, -0.76, -0.51], [-0.09, -0.08, -0.06], [-0.04, 0.16, 0.09], [-0.30, 0.24, 0.25], [-0.27, -0.15, -0.02], [-0.42, -0.17, 0.06], [0.74, -0.07, 0.19], [0.29, -0.07, -0.21], [-0.14, -0.20, 0.20], [0.00, -0.11, 0.12], [1.08, 0.31, -0.06], [0.30, 0.06, -0.47], [-0.39, -0.05, -0.07], [0.05, -0.02, -0.54], [-0.42, -0.16, 0.23], [-1.05, -0.57, -0.90], [-0.02, -0.01, -0.31], [-0.58, 0.10, 0.00], [-0.42, 0.01, -0.16], [-0.08, 0.50, 0.27], [-0.64, -0.70, 0.48], [-0.29, -0.56, 0.38], [0.06, 0.26, -0.19], [0.55, -0.17, 0.37], [0.35, -0.36, -0.03], [0.19, -0.58, 0.16], [-0.34, -0.92, -0.34], [0.12, -0.43, 0.20], [-0.04, 0.27, 0.05], [-0.29, 0.17, 0.36], [-0.11, -0.08, -0.37], [0.33, 0.36, -0.04], [0.91, 0.37, 0.50], [-0.17, 0.05, -0.13], [0.51, 0.00, -0.16], [0.22, 0.12, 0.25], [-0.25, 0.77, -0.46], [-0.56, 0.18, 0.17], [-0.39, -0.35, 0.11], [0.03, 0.05, -0.03], [-0.24, 0.63, -1.06], [-0.12, -0.39, -1.45], [-0.01, 0.52, -0.27], [-0.32, 0.47, -0.44], [-0.30, 0.21, -0.50], [-0.26, -0.17, 0.31], [0.29, 0.61, -0.61], [0.38, -0.17, 0.62], [0.93, 0.15, 0.36], [0.37, 0.24, 0.76], [0.07, -0.62, 0.25], [-0.03, 0.33, -0.06], [0.02, -0.08, 0.38], [-0.25, -0.12, 0.04], [-0.24, -0.25, 0.38], [-0.36, -0.35, 0.16], [-0.36, 0.60, 0.67], [0.45, -0.30, -0.12], [0.05, 0.14, -0.07], [0.08, 0.35, 0.03], [-0.22, -0.05, -0.48], [0.11, 0.33, -0.15], [0.07, 0.15, -0.30], [-0.33, -0.24, -0.12], [0.38, 0.14, -0.24], [-0.08, -0.22, -0.22], [-0.19, 0.15, -0.12], [0.53, 0.04, -0.25], [0.29, 1.07, -0.47], [0.52, 0.07, -0.12], [-0.89, -0.37, -0.20], [0.54, -0.16, 0.43], [-0.25, -0.53, -0.16], [0.13, 0.47, -0.16], [-0.09, -0.61, -0.56], [-0.02, 0.28, -0.57], [-0.42, -0.19, -0.05], [-0.36, 0.36, 0.04], [-0.23, 0.44, 0.18], [-0.32, 0.56, -0.11], [-0.26, 0.11, -0.04], [0.05, -0.69, 0.09], [-0.27, 0.32, -0.15], [-0.46, -0.37, 0.98], [-1.18, -0.39, 0.56], [0.16, 0.07, 0.21], [-0.11, 0.06, 0.06], [-0.31, -0.04, -0.18], [0.54, -0.05, -0.08], [-0.47, 0.81, -0.05], [0.67, 0.36, -0.28], [-0.12, 0.74, -0.89], [-0.11, 0.65, 0.30], [-0.05, -0.34, -0.13], [0.20, 0.06, 0.23], [-0.54, 0.98, -1.19], [0.61, -0.29, 1.23], [-0.08, -0.06, 0.16], [0.17, -0.27, -0.06], [0.75, 0.03, -0.17], [0.23, 0.55, -0.18], [0.01, 0.30, -0.55], [0.16, -0.07, 0.13], [0.11, 0.54, -0.15], [0.21, -0.20, 0.48], [0.01, 0.16, -0.58], [-0.12, 0.16, -0.18], [-0.45, -0.91, -0.15], [-0.28, -0.02, 0.02], [-0.06, -0.51, -0.36], [-0.73, 0.53, 0.59], [-0.02, 0.24, -0.80], [-0.06, -0.24, -0.28], [0.70, -0.28, 0.57], [0.10, -0.29, 0.03], [-0.37, 0.10, -0.06], [-0.34, -0.19, -0.28], [-0.16, -0.37, -0.60], [-0.48, 0.52, 0.59], [-0.19, 0.29, 0.87]], "mulliken_charge": [-0.664, -0.562, -0.329, -0.322, -0.339, -0.510, -0.547, -0.459, -0.440, -0.505, -0.604, 1.091, 0.155, 0.105, 1.227, 1.091, 0.344, 0.497, 1.245, 0.404, -0.587, -1.792, -2.354, 0.088, 1.794, 1.651, -1.706, -1.055, -1.868, -1.811, -2.022, -0.911, -0.994, -1.720, -1.040, -1.804, 1.674, -1.915, -0.871, -0.576, -1.985, -1.614, -1.974, -1.714, -1.376, -1.291, 1.323, 0.369, -0.555, 1.469, -2.631, -1.732, -1.983, 1.637, -0.142, -1.881, -1.442, 0.824, -0.602, -1.193, -0.423, -1.341, -2.319, -0.112, -2.124, -1.270, 2.088, -0.929, 2.339, -2.771, 3.311, 1.337, -0.853, -1.357, 1.214, -1.840, -1.085, 2.350, -1.033, 1.492, 2.129, -0.355, -1.059, 2.688, -0.102, -2.340, -1.049, 1.976, -1.527, -1.183, 1.382, -1.936, -1.111, -1.953, -1.558, -0.573, -1.874, -1.977, -1.097, -0.374, -1.787, -0.295, -0.783, -1.979, 1.779, 0.140, 0.594, 0.344, 0.362, 0.400, 0.372, 0.444, 0.386, -0.165, 0.384, -0.733, 0.722, 0.420, 0.356, 0.363, -0.712, 0.180, 0.455, 0.462, 0.326, 0.422, 0.438, -0.213, 0.077, 0.567, -0.002, 0.311, 0.379, 0.298, 0.321, 0.445, 0.360, 0.034, 0.424, 0.425, 0.504, 0.618, 0.452, 0.417, 0.243, 0.524, -0.720, -0.160, 0.550, -0.294, 0.270, 0.389, 0.356, 0.412, 0.411, 0.433, 0.448, 0.330, 0.358, 0.101, 0.371, -0.542, 0.347, -0.387, 0.337, 0.369, 0.405, 0.444, 0.680, 0.457, 0.390, -0.516, 0.444, 0.395, 0.454, 0.420, 0.417, -0.099, 0.419, 0.283, 0.310, 0.362, -0.315, 0.371, 0.832, 0.495, 0.260, 0.413, 0.542, 0.464, 0.332, 0.311, 0.419, 0.385, 0.528, 0.435, 0.312, 0.493, 0.495, 0.391, 0.436, 0.472, 0.428, 0.503, -0.234, -0.271, 0.667, 0.440, 0.306, 0.296, 0.612, -1.046, 0.626, 0.391, 0.283, 0.154, -0.142, 0.341, -0.297, -0.621, 0.298, 0.427, 0.373, 0.508, 0.508, 0.315, 0.318, 0.440, 0.501, 0.404, 0.422, 0.330, 0.417, 0.701, 0.763, 0.340, 0.423, 0.402, 0.514, 0.538, 0.026, -0.095, 0.158, -0.035, 0.800, 0.369, 0.255, 0.331, 0.369, 0.369, -0.117, -0.567, 0.504, 0.598, 0.115, -0.097, 0.123, 0.490, 0.287, 0.684, 0.439, 0.319, 0.220, 0.407, 0.444, 0.420, -0.378, 0.956, -0.130, 0.122, -0.335, 0.162, -0.110, 0.388, 0.067, 0.283, 0.407, -0.547, 0.127, 0.432, 0.435, 0.462, 0.604, 0.175, 0.333, 0.422, 0.386, 0.406], "charge": 0, "orbital_gap_ev": 8.45, "relative_energy_ev": 11.466, "fmax_ha_per_bohr": 0.1079, "total_energy_ev": -127025.6238, "smiles": "CC1(C)CCCC(C)(C)N1O.CC1(C)CCCC(C)(C)N1O.CC1(C)CCCC(C)(C)N1O.CC1(C)CCCC(C)(C)N1O.CC1(C)CCCC(C)(C)N1O.CC1(C)CCCC(C)(C)N1O.CC1(C)CCCC(C)(C)N1O.CC1(C)CCCC(C)(C)N1O.CC1(C)CCCC(C)(C)N1O.CCO.CCO"}